one:
This record from the Open Molecules 2025 dataset describes a single C6H8 molecule. The level of theory is ωB97M-V/def2-TZVPD.

Results
Net charge: 0
2S+1: 1
Kohn-Sham gap in hartree: 0.382
HOMO energy in eV: -9.27

The geometry in XYZ format:
```
14
C6H8 (ωB97M-V/def2-TZVPD)
C -0.6910 -1.1329 2.2916
C -0.3694 -0.6382 1.2400
C 0.0555 -0.0786 -0.0314
C -0.0733 -1.0330 -1.2153
C -0.3230 1.3406 -0.3652
C 1.0690 1.0553 0.0891
H -1.0017 -1.5623 3.2192
H 0.7018 -0.8796 -1.9718
H -1.0441 -0.8503 -1.6919
H -0.0572 -2.0754 -0.8923
H -1.0260 1.8703 0.2642
H -0.4432 1.4963 -1.4350
H 1.8929 1.1540 -0.6138
H 1.3097 1.3339 1.1125
```



two:
This record from the Open Molecules 2025 dataset describes a 2-piece molecular cluster, C6H8 overall. The level of theory is ωB97M-V/def2-TZVPD.

Results
Net charge: 0
2S+1: 1
Kohn-Sham gap (alpha / beta) in hartree: 0.247 / 0.313
HOMO energy (alpha / beta) in eV: -6.19 / -7.81

The geometry in XYZ format:
```
14
C6H8 (ωB97M-V/def2-TZVPD)
C 0.7998 -1.2475 1.6414
C 0.0811 -0.1416 1.9539
C 0.6910 1.5076 -1.0142
C 1.1236 0.3704 -0.4777
C 0.5340 -0.2710 0.6160
C -1.6875 -0.4973 -0.7929
H 1.3279 -2.2205 2.0262
H -0.3326 0.3873 2.7285
H 1.1643 1.8599 -1.9142
H -0.1693 1.9881 -0.6269
H 1.9056 -0.1549 -0.9315
H -2.2437 -1.4611 -0.7358
H -0.9734 -0.5231 -1.7303
H -2.2210 0.4037 -0.7425
```



The most stable arrangement is one, and the next structure is 0.1703 hartree less stable.



one:
This record from the Open Molecules 2025 dataset describes a 2-piece molecular cluster, C8H13N2 overall. The level of theory is ωB97M-V/def2-TZVPD.

Results
Net charge: +1
2S+1: 1
Kohn-Sham gap (alpha / beta) in hartree: 0.292 / 0.309
HOMO energy (alpha / beta) in eV: -11.97 / -12.23

The geometry in XYZ format:
```
23
C8H13N2 (ωB97M-V/def2-TZVPD)
C 2.2482 1.7084 -1.3754
C 2.0084 -2.3856 -0.6849
C -3.2259 0.0742 -0.1193
C -0.7739 -0.1906 -0.1351
C 2.3152 1.1332 -0.2252
C 1.2967 -1.3134 -0.4219
C -4.2914 0.1501 0.8930
C 2.7596 1.1557 1.1461
N -2.0287 -0.1337 0.1856
N -0.0809 -1.2922 -0.2597
H 2.6474 2.7085 -1.5229
H 1.8290 1.2596 -2.2596
H 1.5615 -3.3678 -0.8196
H 3.0761 -2.3409 -0.7938
H -3.5211 0.2096 -1.1620
H -0.1973 0.7357 -0.1487
H -3.9511 -0.2025 1.8631
H -4.6084 1.1930 0.9861
H -5.1656 -0.4138 0.5682
H 3.4179 0.3108 1.3427
H 1.9246 1.1186 1.8459
H 3.3254 2.0762 1.3270
H -0.5656 -2.1932 -0.2296
```



two:
This record from the Open Molecules 2025 dataset describes an isolated ion of composition C8H13N2 and charge +1. The level of theory is ωB97M-V/def2-TZVPD.

Results
Net charge: +1
2S+1: 1
Kohn-Sham gap in hartree: 0.278
HOMO energy in eV: -12.82

The geometry in XYZ format:
```
23
C8H13N2 (ωB97M-V/def2-TZVPD)
C -2.3726 -0.5415 -0.2911
C -0.8404 -0.3491 -0.3070
C -0.0534 -1.6905 0.3323
C 1.0138 -2.2200 -0.5412
N 2.1109 -1.5866 -0.6350
C 2.8872 -0.6289 -0.4441
C 2.9813 0.6483 -0.0834
C 1.8725 1.2560 0.8068
C 0.5961 1.6402 -0.0487
N -0.5730 0.8888 0.3566
H -2.7826 0.5162 -0.4991
H -2.7187 -0.9798 0.5631
H -2.6104 -1.2407 -1.1014
H -0.5017 -0.2026 -1.4096
H -0.6577 -2.5180 0.5835
H 0.5645 -1.4422 1.2295
H 0.8857 -3.0290 -1.3256
H 3.7998 1.2309 -0.2768
H 1.5533 0.4876 1.6006
H 2.3677 2.0287 1.4293
H 0.3683 2.7262 0.0930
H 0.8455 1.4600 -1.0844
H -0.7572 0.9658 1.3509
```



The most stable arrangement is two, and the next structure is 0.0461 hartree less stable.



one:
This record from the Open Molecules 2025 dataset describes a 4-piece molecular cluster, C2H11O4 overall. The level of theory is ωB97M-V/def2-TZVPD.

Results
Net charge: -1
2S+1: 1
Kohn-Sham gap in hartree: 0.298
HOMO energy in eV: -4.44

The geometry in XYZ format:
```
17
C2H11O4 (ωB97M-V/def2-TZVPD)
C 1.3756 -0.1601 -0.5891
O 0.5313 -0.8878 0.2671
C 1.5318 -0.7172 -2.1433
H 2.3393 -0.3680 -0.1462
H 1.0100 0.8999 -0.6680
H 0.7423 -1.3922 -1.9047
H 2.5037 -1.0905 -2.1567
H 1.3518 -0.0701 -3.0588
H 1.8408 -0.5342 4.1063
H 1.2816 -0.2960 2.5978
O 1.8657 0.0508 3.3516
H -3.1217 2.4161 -1.1267
H -2.4703 1.0190 -0.5331
O -3.0816 1.8867 -0.2958
H -2.2531 -0.2975 -1.5832
H -0.4802 -1.0169 0.0168
O -1.8390 -0.3004 -0.7165
```



two:
This record from the Open Molecules 2025 dataset describes a 4-piece molecular cluster, C2H11O4 overall. The level of theory is ωB97M-V/def2-TZVPD.

Results
Net charge: -1
2S+1: 1
Kohn-Sham gap in hartree: 0.296
HOMO energy in eV: -4.15

The geometry in XYZ format:
```
17
C2H11O4 (ωB97M-V/def2-TZVPD)
C 0.5069 0.1849 1.0375
O 0.1602 -0.2786 -0.2344
C 1.3448 -0.5403 2.0065
H -0.3948 0.5358 1.5136
H 1.1010 1.1239 0.9408
H 1.8232 0.1231 2.8706
H 2.2445 -1.0635 1.4816
H 0.8225 -1.3243 2.5950
H -0.0304 -0.4569 -3.1047
H -0.1925 0.1026 -1.7531
O -0.5156 0.3053 -2.6881
H -0.5162 2.2180 -0.6335
H -0.5222 3.2192 0.5847
O -0.7631 3.1834 -0.4186
H -1.1195 -2.6981 1.1245
H -0.3394 -1.9450 0.0156
O -0.6298 -2.9229 0.3537
```



three:
This record from the Open Molecules 2025 dataset describes a 4-piece molecular cluster, C2H11O4 overall. The level of theory is ωB97M-V/def2-TZVPD.

Results
Net charge: -1
2S+1: 1
Kohn-Sham gap in hartree: 0.292
HOMO energy in eV: -3.83

The geometry in XYZ format:
```
17
C2H11O4 (ωB97M-V/def2-TZVPD)
C 0.0058 0.9115 -1.5358
O -0.5643 0.0966 -0.5907
C 1.1011 1.8470 -1.0168
H 0.4303 0.3084 -2.3857
H -0.7697 1.4539 -2.1253
H 1.3465 2.5437 -1.8316
H 0.8618 2.2568 -0.0411
H 2.0414 1.2816 -0.9969
H 0.5446 -0.1479 2.2023
H 0.6306 -0.1673 0.7050
O 1.1664 -0.4041 1.5088
H -1.2585 1.9223 1.6584
H -1.0563 0.6227 0.9121
O -1.5015 0.9955 1.7388
H -0.6986 -2.6317 -0.8496
H 0.1545 -2.9292 0.3481
O -0.1977 -3.3492 -0.4433
```



four:
This record from the Open Molecules 2025 dataset describes a 4-piece molecular cluster, C2H11O4 overall. The level of theory is ωB97M-V/def2-TZVPD.

Results
Net charge: -1
2S+1: 1
Kohn-Sham gap in hartree: 0.310
HOMO energy in eV: -4.34

The geometry in XYZ format:
```
17
C2H11O4 (ωB97M-V/def2-TZVPD)
C -0.3256 -0.5440 1.1936
O -0.2462 0.1066 0.0022
C 0.8638 -0.2328 2.1283
H -1.2491 -0.2668 1.7570
H -0.3800 -1.6592 1.1289
H 0.9692 -0.9080 2.9824
H 1.7463 -0.3535 1.4916
H 0.7837 0.7898 2.5009
H 0.1667 2.4435 -1.2686
H 0.5578 1.5620 -0.1773
O 0.7725 2.4832 -0.5220
H 1.0399 -0.6261 -0.9433
H 2.4664 -1.0413 -1.1704
O 1.6022 -1.0926 -1.6038
H -2.4608 -1.5214 -0.5097
H -1.9149 -0.2038 -0.9038
O -2.7363 -0.7191 -0.9659
```



The most stable arrangement is four, and the next structure is 0.0117 hartree less stable.



one:
This record from the Open Molecules 2025 dataset describes C4H13N3 as an isolated structure. The level of theory is ωB97M-V/def2-TZVPD.

Results
Net charge: 0
2S+1: 1
Kohn-Sham gap in hartree: 0.353
HOMO energy in eV: -8.65

The geometry in XYZ format:
```
20
C4H13N3 (ωB97M-V/def2-TZVPD)
C -0.5876 -0.4567 1.8547
C 0.1729 0.8593 1.9083
N -1.8530 -0.2956 1.1221
H -2.3920 0.4443 1.5633
H -2.4240 -1.1284 1.2258
H -0.0116 -1.2136 1.3153
H -0.7428 -0.8337 2.8771
H 0.3325 1.2774 0.9160
H 1.1674 0.7106 2.3265
H -0.3584 1.6121 2.4931
C 0.6956 1.2404 -2.1768
C 1.3490 0.1230 -1.4823
N 0.1871 -1.4628 -1.5864
N 2.2609 -0.2749 -0.8179
H 0.1809 -1.9719 -2.4721
H -0.6703 -1.5165 -1.0211
H 1.1328 -1.6564 -0.9941
H 0.4698 0.9463 -3.2058
H -0.2508 1.4810 -1.6886
H 1.3416 2.1162 -2.1572
```



two:
This record from the Open Molecules 2025 dataset describes a 2-piece molecular cluster, C4H13N3 overall. The level of theory is ωB97M-V/def2-TZVPD.

Results
Net charge: 0
2S+1: 1
Kohn-Sham gap in hartree: 0.364
HOMO energy in eV: -9.11

The geometry in XYZ format:
```
20
C4H13N3 (ωB97M-V/def2-TZVPD)
C 2.9012 1.6763 -2.0236
N 2.5045 0.2801 -2.1842
C 2.0958 -0.3442 -1.1797
N 1.9630 0.2213 0.1460
H 3.3218 2.0347 -2.9574
H 3.6472 1.7945 -1.2368
H 2.0432 2.2914 -1.7601
H 1.7654 -1.3774 -1.2850
H 1.0288 -0.0252 0.4735
H 2.5456 -0.3118 0.7908
C -2.0189 -1.5864 0.4906
N -2.8909 -0.9995 1.5023
C -2.7429 0.4532 1.5432
H -2.2848 -1.1887 -0.4908
H -0.9599 -1.3508 0.6669
H -2.1743 -2.6629 0.4480
H -2.6212 -1.3901 2.3973
H -1.6902 0.7665 1.6244
H -3.2745 0.8525 2.4051
H -3.1589 0.8665 0.6295
```



The most stable arrangement is two, and the next structure is 0.0220 hartree less stable.



one:
This record from the Open Molecules 2025 dataset describes a 3-piece molecular cluster, C4H13N3 overall. The level of theory is ωB97M-V/def2-TZVPD.

Results
Net charge: 0
2S+1: 1
Kohn-Sham gap (alpha / beta) in hartree: 0.273 / 0.248
HOMO energy (alpha / beta) in eV: -7.54 / -6.90

The geometry in XYZ format:
```
20
C4H13N3 (ωB97M-V/def2-TZVPD)
C -0.3575 0.4248 -0.6347
C 1.2057 0.4944 0.8630
C -0.3221 1.8437 -1.1403
C 0.2433 -0.6155 -1.5490
N 1.2289 -0.6021 1.6067
N -1.4313 0.0165 0.0508
N -0.5673 -2.0174 1.4121
H 0.7132 -0.4691 2.4718
H -1.2548 -0.9429 0.6277
H -1.9189 0.7361 0.5702
H -0.7122 -2.1856 2.4059
H 0.1598 -2.6640 1.1253
H 2.0011 0.5793 0.1264
H 0.8271 1.4363 1.2632
H 0.6982 2.1492 -1.3702
H -0.4770 -0.8492 -2.3402
H -0.9065 1.9160 -2.0632
H -0.7422 2.5425 -0.4153
H 0.4469 -1.5341 -1.0045
H 1.1658 -0.2589 -2.0057
```



two:
This record from the Open Molecules 2025 dataset describes a single C4H13N3 molecule. The level of theory is ωB97M-V/def2-TZVPD.

Results
Net charge: 0
2S+1: 1
Kohn-Sham gap in hartree: 0.342
HOMO energy in eV: -8.19

The geometry in XYZ format:
```
20
C4H13N3 (ωB97M-V/def2-TZVPD)
C 0.3558 -0.6113 -3.2015
N -0.2041 -0.5749 -1.8574
C -0.4512 0.7570 -1.3268
C 0.3119 1.0081 -0.0021
N 0.1257 -0.0886 0.9187
C 0.0626 0.2692 2.3192
N -0.0817 -0.8559 3.1682
H 0.3473 -1.6069 -3.6351
H -0.1529 0.0718 -3.9011
H 1.3841 -0.2434 -3.1455
H -0.9917 -1.1961 -1.8229
H -1.5207 0.8928 -1.1550
H -0.0018 1.4877 -2.0006
H 1.3606 1.2239 -0.2071
H -0.1727 1.9006 0.4010
H -0.7328 -0.5684 0.6780
H 1.0069 0.7587 2.5763
H -0.7229 1.0275 2.4895
H 0.6266 -0.9094 3.8849
H -0.9385 -0.9283 3.6998
```



The most stable arrangement is two, and the next structure is 0.1060 hartree less stable.